1.
{"formula": "CH14O5", "method": "wB97M-V/def2-TZVPD", "smiles": "C.O.O.O.O.O", "largest_force_ev_per_a": 1.3, "relative_energy_kj_mol": 30.34, "species": ["C", "H", "H", "H", "H", "O", "H", "H", "O", "H", "H", "O", "H", "H", "O", "H", "H", "O", "H", "H"], "positions_angstrom": [[2.7059, 0.6309, 0.3302], [3.7562, 0.5170, 0.6242], [2.5559, 1.6931, 0.1304], [2.6468, 0.1449, -0.6400], [1.9910, 0.3264, 1.0825], [-1.4862, 1.5867, 1.5966], [-1.4799, 2.0575, 2.4127], [-1.2275, 0.7148, 1.8877], [0.4982, -1.8678, -0.2101], [1.3425, -2.0424, -0.5930], [0.0021, -1.5153, -0.9573], [-1.0212, 1.4392, -1.2066], [-1.3184, 0.8389, -0.5386], [-0.9957, 2.2873, -0.7692], [-0.3267, -0.5695, -2.7754], [-0.7498, 0.2422, -2.5021], [0.3438, -0.3070, -3.4152], [-0.4981, -1.3397, 2.2132], [0.0869, -1.6094, 1.4796], [-0.5805, -2.0852, 2.8104]], "atomic_forces_ev_per_a": [[0.927, 0.818, -0.526], [-0.332, -0.050, 0.407], [-0.041, 0.026, 0.084], [-0.544, -0.327, 0.120], [0.018, -0.418, -0.087], [-0.088, -0.097, -0.670], [-0.107, 0.871, 0.823], [0.259, -0.999, 0.001], [-0.606, -0.101, 0.236], [1.011, -0.202, -0.233], [-0.225, 0.227, -0.315], [0.140, 0.342, -0.906], [-0.286, -0.365, 0.825], [-0.025, 0.244, 0.236], [0.356, -0.977, -0.445], [-0.119, 0.764, 0.240], [-0.091, -0.059, 0.117], [0.044, 0.390, 0.124], [-0.309, -0.039, 0.003], [0.019, -0.047, -0.035]]}

=====

2.
{"formula": "CH14O6", "method": "wB97M-V/def2-TZVPD", "smiles": "CO.O.O.O.O.O", "largest_force_ev_per_a": 4.3, "relative_energy_kj_mol": 159.75, "species": ["C", "O", "H", "H", "H", "H", "O", "H", "H", "O", "H", "H", "O", "H", "H", "O", "H", "H", "O", "H", "H"], "positions_angstrom": [[-0.8683, -0.0265, -2.9423], [-0.2485, -0.3984, -1.7333], [-0.2437, 0.7513, -3.5310], [-1.9379, 0.6798, -2.9372], [-0.9858, -0.8549, -3.6549], [0.3796, -1.1040, -1.9166], [-1.3197, -2.9821, 0.5857], [-1.7205, -3.3075, 1.3767], [-1.0290, -2.0640, 0.8050], [-1.2272, 0.9664, 2.5815], [-1.3126, 0.0080, 2.7396], [-0.6285, 1.1724, 1.8620], [0.9587, 4.4748, 1.9194], [1.3408, 4.1264, 2.7172], [0.7207, 5.4014, 2.1515], [0.8521, -2.9889, -1.2668], [0.2837, -3.0902, -0.5577], [1.4589, -3.7403, -1.1667], [1.7182, 0.9105, 0.4031], [1.0940, 0.5407, -0.2174], [1.9210, 1.7817, 0.0664]], "atomic_forces_ev_per_a": [[-1.162, 3.435, -2.300], [-0.777, 0.619, 0.152], [-0.426, -1.185, 0.959], [2.799, -2.620, 0.950], [-0.329, 0.033, 0.513], [0.017, -0.375, -0.038], [0.859, 1.485, -0.469], [-0.385, -0.396, 0.799], [-0.482, -0.953, -0.321], [-0.665, -0.294, 0.686], [0.464, 0.829, -0.520], [0.309, -0.497, -0.154], [-0.461, 1.291, -0.259], [0.229, -0.312, 0.521], [0.236, -1.030, -0.299], [2.413, -0.200, -2.205], [-2.291, -0.313, 2.341], [-0.120, 0.481, -0.286], [0.162, -0.117, 0.589], [-0.411, -0.202, -0.572], [0.023, 0.320, -0.086]]}

=====

3.
{"formula": "CH14O8", "method": "wB97M-V/def2-TZVPD", "smiles": "O=CO.O.O.O.O.O.O", "largest_force_ev_per_a": 5.8, "relative_energy_kj_mol": 0.00, "species": ["O", "C", "O", "H", "H", "O", "H", "H", "O", "H", "H", "O", "H", "H", "O", "H", "H", "O", "H", "H", "O", "H", "H"], "positions_angstrom": [[-2.9699, 1.4707, -1.0497], [-2.7657, 0.4218, -0.5276], [-1.8431, 0.2722, 0.5030], [-3.3004, -0.4971, -0.6525], [-1.2127, 0.9822, 0.8192], [2.6525, -1.9592, -1.1479], [2.5624, -2.3196, -1.9611], [1.9298, -1.8107, -0.5823], [0.2604, -2.0285, 0.0594], [0.0304, -1.6942, 1.0010], [0.3407, -2.8897, 0.2490], [0.2192, 1.8027, 1.1694], [0.7526, 1.8162, 0.4148], [0.7933, 1.4195, 1.9035], [2.2955, 0.7005, -0.1052], [2.0062, 1.4097, -0.6742], [1.8237, -0.0244, -0.5684], [0.4673, 2.3028, -1.7353], [0.4965, 3.1480, -1.3653], [-0.5183, 2.2433, -1.8428], [-1.1057, -1.7481, 2.3421], [-1.7426, -2.2048, 1.7784], [-1.1719, -0.8133, 1.9723]], "atomic_forces_ev_per_a": [[-0.104, 0.043, -0.801], [2.014, 1.525, 2.678], [-1.030, -0.960, -0.681], [-0.280, -0.713, -0.343], [-0.375, 0.421, -1.019], [3.704, 1.780, 2.870], [-1.383, -1.657, -3.470], [-2.139, -0.577, 0.335], [-0.851, 5.613, 1.067], [0.368, -0.563, -1.945], [0.641, -5.362, 0.656], [-1.043, -0.376, 3.973], [1.363, -0.360, -1.678], [-0.964, 0.781, -1.659], [-0.465, -0.736, -0.336], [0.351, 0.642, -0.604], [0.735, 0.204, 0.472], [-1.828, -1.728, -0.832], [0.610, 2.481, 0.908], [1.094, -0.545, -0.066], [0.003, 1.666, -0.460], [-0.061, -0.047, 0.144], [-0.361, -1.533, 0.792]]}

=====

4.
{"formula": "CH15N2O5", "method": "wB97M-V/def2-TZVPD", "largest_force_ev_per_a": 6.2, "total_charge": 1, "relative_energy_kj_mol": 219.97, "species": ["N", "C", "N", "H", "H", "H", "H", "H", "H", "H", "O", "H", "H", "O", "H", "H", "O", "H", "H", "O", "H", "H", "O"], "positions_angstrom": [[0.8251, 0.7148, 1.7474], [0.1964, -0.2661, 2.4259], [-0.8055, -0.9831, 1.9372], [0.6690, 0.9222, 0.7019], [1.4506, 1.4884, 2.2089], [0.5350, -0.6744, 3.4392], [-1.1815, -1.7594, 2.4771], [-1.3621, -0.7139, 1.0644], [1.1757, 2.2392, -1.3554], [2.4774, 2.7629, -0.7471], [1.6637, 2.3132, -0.4649], [2.5917, -1.3894, 1.3366], [3.8694, -0.8262, 1.4335], [3.2410, -1.3542, 1.9227], [-0.4807, -1.1274, -2.1907], [-1.8913, -0.4556, -2.7363], [-1.4924, -0.9493, -1.9610], [-4.3946, -1.4893, -0.3424], [-3.0154, -1.5766, -1.2034], [-3.4846, -1.2517, -0.2880], [0.3263, 1.4994, -3.7348], [-0.8874, 1.6529, -2.7894], [-0.0259, 1.2236, -2.8816]], "atomic_forces_ev_per_a": [[0.179, 1.106, 0.195], [0.507, -0.271, -0.070], [-0.563, 0.996, -1.371], [0.115, -0.351, 2.233], [-1.580, -2.561, -0.963], [-0.097, 1.366, -1.425], [0.182, 0.350, -0.209], [1.004, -0.578, 1.451], [0.720, -0.085, 1.784], [-0.174, -0.160, 0.429], [-0.709, 0.046, -2.317], [-4.824, -0.683, -3.887], [0.793, 0.194, 0.212], [4.080, 0.450, 3.652], [-3.473, 0.754, 0.325], [1.150, -0.926, 1.209], [2.435, 0.004, -1.723], [-1.052, -0.356, -0.090], [-1.613, 1.159, 3.424], [2.681, -0.819, -2.824], [-0.085, 0.082, -0.064], [0.195, 0.020, -0.116], [0.130, 0.265, 0.147]]}

=====

5.
{"formula": "CH16F3NaO11S", "method": "wB97M-V/def2-TZVPD", "largest_force_ev_per_a": 16.0, "relative_energy_kj_mol": 1758.85, "species": ["Na", "C", "F", "F", "F", "S", "O", "O", "O", "O", "H", "H", "O", "H", "H", "O", "H", "H", "O", "H", "H", "O", "H", "H", "O", "H", "H", "O", "H", "H", "O", "H", "H"], "positions_angstrom": [[-2.3949, 0.1054, 1.8026], [1.1243, 0.5828, 1.1169], [1.0836, 0.2420, 2.3713], [0.7246, 1.8860, 1.0543], [2.3909, 0.5064, 0.6229], [-0.1127, -0.5119, 0.0679], [-1.3392, -0.7863, 0.9362], [-0.3529, 0.2288, -1.1804], [0.6331, -1.7765, -0.1610], [-0.8084, -2.7347, -0.8356], [-1.3272, -1.9747, -1.0994], [-0.1747, -2.3867, -0.2084], [-1.1445, 1.9471, -1.5250], [-1.3412, 2.3340, -0.6719], [-0.6002, 1.1859, -1.3235], [-1.5806, 1.7661, 1.6989], [-1.9390, 2.5076, 1.2111], [-0.9942, 2.1632, 2.3427], [1.3707, -0.3591, -2.5832], [0.9696, -0.7967, -1.8323], [0.6443, 0.0901, -3.0154], [-0.1972, 3.6759, 0.3750], [0.5647, 3.1076, 0.2622], [-0.0336, 4.4155, -0.2101], [2.8681, -2.2650, -0.0149], [2.0018, -1.9019, 0.1696], [3.0536, -1.9977, -0.9151], [0.8944, -2.7912, 1.7157], [0.4960, -1.9412, 1.5287], [1.7942, -2.5842, 1.9679], [-2.0441, -1.0087, -1.3584], [-1.3662, -0.3547, -1.1883], [-2.8628, -0.5732, -1.1209]], "atomic_forces_ev_per_a": [[-7.899, 1.789, 5.372], [0.763, 0.843, -1.737], [0.052, -0.549, 0.516], [1.900, -3.159, 0.880], [-2.193, -0.032, 0.712], [1.431, -1.462, 4.148], [9.963, -3.024, -6.095], [8.444, -9.360, 5.298], [8.454, 13.497, 1.226], [-5.169, -7.719, -3.103], [-0.497, -2.228, -0.249], [-4.791, -6.371, -0.132], [-4.286, 7.344, -1.790], [0.073, 0.653, -0.297], [-0.748, 5.904, -0.862], [0.110, 2.361, 0.600], [0.199, 0.627, -0.225], [0.221, 0.411, 0.049], [1.427, -0.259, -0.751], [0.618, -0.566, -1.143], [0.023, -0.029, -0.250], [-0.436, 1.919, -0.089], [-0.230, 0.977, -0.744], [-0.277, 0.319, -0.193], [2.201, -0.335, 0.322], [0.993, -0.478, -0.238], [0.170, 0.014, -0.250], [-0.196, -1.013, 2.664], [0.139, -1.043, 1.337], [0.429, -0.243, 0.179], [-7.171, 1.421, -2.581], [-3.155, 0.062, -2.295], [-0.560, -0.271, -0.279]]}

=====

| no. | E_LUMO (eV) |
| --- | --- |
| 1 | 0.7 |
| 2 | 0.4 |
| 3 | 0.3 |
| 4 | -3.1 |
| 5 | -1.3 |